Formula: C27H36BF5IrN9O8S3Te
Source: OMol25
Level of theory: wB97M-V/def2-TZVPD

For the calculated total energy, the calculation gives -115265.22888 eV. The orbital gap (spin up / spin down) comes out at 7.52 / 5.34 eV. The charge is +1. As for the molecular weight: 1136.460 g mol⁻¹. As for the spin multiplicity: 2.

Cartesian coordinates (Å):
Ir1 0.15385 0.50138 0.21772
C1 -0.84884 1.88747 -4.86943
C2 -1.53190 0.61891 -4.35718
C3 -2.34742 -0.00159 -5.48687
C4 -2.44779 0.88120 -3.16435
N1 -0.46932 -0.39067 -3.94201
C5 -0.30035 -1.62822 -4.50450
C6 0.74083 -2.22313 -3.86714
N2 1.20465 -1.37185 -2.90315
B1 2.36688 -1.88596 -1.94396
N3 3.28786 -0.75190 -1.44124
C7 4.29125 -0.28089 -2.26002
C8 4.87534 0.75962 -1.63880
N4 4.23628 0.94054 -0.42690
C9 3.27030 0.00881 -0.32233
S1 2.21255 -0.29371 1.02554
C10 4.58794 2.15448 0.41805
C11 6.10631 2.14431 0.59865
C12 4.12201 3.37754 -0.37200
C13 3.93114 2.17106 1.79125
N5 1.80843 -2.77811 -0.81072
C14 2.59392 -3.78641 -0.29516
C15 1.96758 -4.28028 0.79056
N6 0.78691 -3.58148 0.95216
C16 0.71441 -2.68022 -0.03728
S2 -0.57743 -1.53940 -0.36161
C17 -0.09662 -3.85244 2.15376
C18 0.73406 -3.51370 3.39036
C19 -0.47011 -5.33245 2.11050
C20 -1.36078 -3.00910 2.14207
C21 0.45235 -0.26697 -2.97135
S3 0.56215 1.19860 -2.00577
H1 -1.60498 2.51053 -5.34546
H2 -0.09406 1.64452 -5.61880
H3 -0.39979 2.48538 -4.07846
H4 -3.12341 0.71094 -5.75863
H5 -2.84436 -0.92234 -5.17916
H6 -1.74431 -0.18491 -6.37686
H7 -3.25136 1.54372 -3.48523
H8 -1.95487 1.38365 -2.33190
H9 -2.89559 -0.04821 -2.80767
H10 -0.91050 -1.99158 -5.30796
H11 1.19598 -3.18343 -4.03272
H12 3.03665 -2.59201 -2.64322
H13 4.50949 -0.73621 -3.20941
H14 5.69332 1.37784 -1.95459
H15 6.64466 2.30326 -0.33484
H16 6.43924 1.20592 1.04367
H17 6.38168 2.95488 1.27114
H18 4.60144 3.43883 -1.35014
H19 4.38251 4.27647 0.18617
H20 3.04059 3.35923 -0.51567
H21 4.17273 1.28752 2.38039
H22 2.85238 2.28707 1.73957
H23 4.32983 3.04248 2.31072
H24 3.53191 -4.05632 -0.74565
H25 2.26065 -5.06566 1.46066
H26 1.60825 -4.15776 3.48386
H27 0.11819 -3.64788 4.27869
H28 1.05269 -2.47179 3.36533
H29 0.39887 -5.98373 2.19692
H30 -1.00054 -5.57454 1.18857
H31 -1.12831 -5.55059 2.95024
H32 -1.14720 -1.94215 2.20233
H33 -1.92422 -3.26944 3.03838
H34 -1.99374 -3.23273 1.28317
O1 -3.24318 5.53816 4.17164
N7 -2.97316 4.54554 4.81062
O2 -3.24021 4.36116 5.97942
C22 -2.32610 3.43964 4.08786
C23 -1.94978 3.62374 2.76773
C24 -1.36387 2.56561 2.13309
C25 -1.08567 1.31299 2.72737
O3 -0.46731 0.32902 2.10866
C26 -1.50108 1.20028 4.07002
C27 -2.11294 2.24756 4.73912
N8 -1.30803 -0.04125 4.83717
O4 -0.70338 -0.95822 4.31136
O5 -1.69957 -0.05381 5.98403
N9 -0.92569 2.68921 0.73290
O6 -1.25445 3.85007 0.15842
O7 -1.51959 1.65759 -0.01065
H35 -2.10671 4.56702 2.26168
H36 -2.41352 2.12253 5.76810
F1 0.80836 3.80569 -1.49051
Te1 0.06224 5.31357 -0.35341
F2 2.08525 1.51554 -2.33392
F3 -1.25154 5.40260 -1.74644
F4 -1.18585 6.37822 0.60332
F5 0.68436 4.83032 1.45087
O8 0.44719 2.38918 0.74512

Atomic forces in eV per Å
Ir -0.26 0.56 0.21
C 0.00 0.00 0.00
C -0.01 0.01 -0.02
C 0.01 0.01 0.01
C -0.01 -0.01 0.00
N 0.02 -0.05 -0.09
C -0.01 0.00 0.06
C 0.01 0.01 -0.03
N 0.02 -0.06 0.11
B 0.08 0.04 -0.03
N -0.08 0.00 -0.03
C 0.06 -0.02 0.01
C 0.00 -0.05 0.00
N -0.01 0.04 0.02
C 0.08 -0.09 0.06
S 0.10 0.02 -0.07
C 0.03 0.03 0.00
C 0.00 -0.01 0.00
C 0.01 -0.03 -0.03
C -0.02 -0.05 0.00
N -0.10 -0.13 -0.03
C -0.05 0.08 0.04
C 0.04 0.04 0.04
N 0.01 -0.06 -0.12
C 0.16 0.02 0.13
S -0.13 0.01 -0.09
C -0.02 -0.02 0.00
C 0.01 0.00 -0.01
C 0.00 0.01 0.00
C -0.03 -0.03 -0.05
C -0.03 0.11 -0.12
S -0.08 -0.14 0.39
H 0.00 0.01 0.01
H 0.00 0.00 0.00
H 0.00 -0.01 -0.01
H 0.00 0.01 0.00
H 0.00 0.01 0.00
H 0.00 -0.01 0.00
H -0.01 0.00 0.00
H 0.02 0.01 0.01
H 0.00 0.00 0.00
H 0.00 0.01 0.00
H 0.00 0.00 0.00
H -0.01 0.00 -0.01
H -0.01 0.00 -0.01
H -0.01 0.01 -0.01
H 0.01 -0.01 0.01
H 0.00 0.00 0.01
H 0.00 0.01 -0.01
H 0.01 0.00 0.00
H -0.02 0.01 0.01
H 0.00 0.02 0.02
H 0.00 0.00 0.00
H -0.02 0.01 -0.01
H 0.01 0.00 0.00
H 0.00 -0.01 -0.01
H 0.00 0.00 0.01
H 0.02 -0.01 -0.02
H 0.00 0.00 -0.01
H 0.01 -0.03 0.00
H 0.00 -0.01 0.00
H -0.01 0.00 0.00
H 0.00 0.00 0.01
H -0.03 -0.07 0.00
H 0.02 0.01 0.01
H 0.00 0.00 -0.02
O 0.15 0.04 0.02
N -0.40 -0.13 -0.08
O 0.14 0.04 0.03
C 0.15 -0.09 0.04
C -0.01 0.09 -0.02
C 0.02 -0.07 -0.05
C -0.02 0.01 0.05
O 0.08 -0.12 -0.09
C -0.14 -0.11 -0.01
C -0.01 0.06 -0.01
N 0.52 0.28 0.25
O -0.21 -0.03 0.06
O -0.18 -0.07 -0.12
N -0.23 0.27 -0.09
O -0.29 -0.35 0.15
O 0.12 -0.13 -0.04
H 0.01 0.00 -0.02
H -0.01 0.00 0.00
F 0.13 -0.31 0.14
Te 0.09 0.56 -0.05
F 0.01 0.15 0.03
F 0.08 -0.01 -0.05
F -0.18 0.03 0.11
F 0.24 -0.04 -0.21
O 0.15 -0.25 -0.36

=====

Formula: C5H9ClO2SSi
Source: OMol25
Level of theory: wB97M-V/def2-TZVPD

For the calculated total energy, the calculation gives -40658.53577 eV. The orbital gap comes out at 10.70 eV. As for the molecular weight: 196.731 g mol⁻¹.

Cartesian coordinates (Å):
C1 -0.22141 0.60791 -0.71251
C2 -1.01031 1.40079 -1.20639
C3 -0.22874 -2.12339 0.09502
C4 2.43194 -0.47777 0.17071
C5 0.11955 0.03150 2.34319
O1 -1.77849 1.90723 -3.62962
O2 -1.83260 3.76019 -1.85749
Si1 0.62572 -0.49407 0.56210
S1 -1.92664 2.38497 -2.27316
Cl1 -3.75052 1.73037 -1.47048
H1 0.30901 -2.98282 0.31726
H2 -1.08765 -2.39381 0.68941
H3 -0.45133 -2.09775 -1.02643
H4 2.79271 -1.08413 -0.75335
H5 2.81723 0.41091 0.05097
H6 3.02741 -0.93343 0.85499
H7 1.01509 -0.20224 2.94445
H8 -0.06478 1.06310 2.32023
H9 -0.78619 -0.50756 2.58110

Atomic forces in eV per Å
C -0.87 1.21 0.47
C 1.23 -0.58 -0.56
C -0.49 1.24 -1.35
C -1.90 -4.50 -2.77
C 1.47 -1.33 -1.68
O -0.30 0.85 1.70
O 0.12 -1.17 -0.88
Si -1.17 -0.80 -0.27
S -0.46 -0.26 0.51
Cl 0.35 0.28 -0.71
H 1.88 -1.58 -0.01
H -0.96 0.75 -0.09
H 0.09 -0.22 1.61
H -1.30 1.02 1.04
H 1.80 5.07 -0.70
H 1.46 -1.40 2.74
H -0.74 0.05 0.24
H -0.22 1.54 0.30
H 0.01 -0.19 0.42

=====

Formula: C18H72N36O18
Source: OMol25
Level of theory: wB97M-V/def2-TZVPD

For the calculated total energy, the calculation gives -110353.07473 eV. The orbital gap comes out at 9.69 eV. As for the molecular weight: 1081.008 g mol⁻¹.

Cartesian coordinates (Å):
C1 -7.08203 -19.30381 11.35513
O1 -7.04330 -20.47994 10.97918
N1 -8.03336 -18.43073 10.94893
N2 -6.27342 -18.76636 12.37421
H1 -7.96828 -17.51065 11.32495
H2 -8.26269 -18.35158 9.97898
H3 -6.61078 -17.87212 12.68966
H4 -6.01736 -19.39544 13.07828
C2 2.30580 -19.34249 16.46003
O2 1.48204 -18.59073 16.97896
N3 2.72062 -20.66270 16.97115
N4 3.08781 -18.97815 15.33065
H5 3.34507 -21.08229 16.27190
H6 2.22806 -21.28221 17.62502
H7 3.66517 -19.70104 14.85788
H8 2.64888 -18.34728 14.72469
C3 -3.53083 -14.70104 16.73035
O3 -2.58320 -15.41118 16.53879
N5 -4.03644 -14.41621 18.04606
N6 -4.32612 -14.17858 15.69889
H9 -3.46614 -14.86669 18.75092
H10 -4.97329 -14.24985 18.25054
H11 -4.07297 -14.41394 14.72339
H12 -4.73643 -13.22298 15.74313
C4 -1.41915 -21.30207 8.54670
O4 -1.53291 -20.10248 8.37425
N7 -2.45816 -22.02253 9.20040
N8 -0.35549 -22.14765 8.25475
H13 -2.61122 -22.90448 8.70393
H14 -3.27653 -21.44842 9.23252
H15 -0.25333 -22.85653 8.97901
H16 0.43289 -21.60032 7.94746
C5 -3.19391 -27.29034 14.48464
O5 -2.84116 -26.12833 14.05073
N9 -4.36609 -27.49861 15.17652
N10 -2.37588 -28.39300 14.47961
H17 -5.14124 -26.85429 15.09241
H18 -4.70959 -28.44726 14.98827
H19 -2.41521 -28.97828 15.28742
H20 -1.44718 -28.24027 14.14092
C6 -0.92058 -24.77190 11.03795
O6 -1.03784 -24.95337 9.82256
N11 -0.95151 -23.54385 11.55891
N12 -0.58067 -25.76765 11.90674
H21 -1.21313 -22.78778 10.95576
H22 -0.89144 -23.34516 12.53902
H23 -0.85846 -25.87193 12.86769
H24 -0.61318 -26.65142 11.43802
C7 -1.54195 -18.80351 18.82733
O7 -2.71938 -18.95656 19.27384
N13 -0.53585 -19.76704 19.12574
N14 -1.08066 -17.82306 17.98760
H25 0.41907 -19.44817 18.86181
H26 -0.63697 -20.37223 19.90070
H27 -1.71022 -17.17593 17.52045
H28 -0.20252 -17.86325 17.58704
C8 -7.86382 -15.93689 14.47894
O8 -7.25929 -15.72276 13.40990
N15 -9.23291 -15.47920 14.73491
N16 -7.38782 -16.75826 15.51201
H29 -9.48645 -15.35541 15.69763
H30 -9.60296 -14.75783 14.16426
H31 -6.41645 -17.23432 15.35328
H32 -8.05586 -17.11083 16.16170
C9 -4.78615 -18.98980 16.32105
O9 -5.27455 -18.46440 15.24754
N17 -4.26233 -20.22729 16.48698
N18 -4.82946 -18.26082 17.50995
H33 -3.51417 -20.35198 17.14536
H34 -4.10755 -20.56272 15.54105
H35 -4.75132 -17.23563 17.55298
H36 -3.96851 -18.49316 18.05894
C10 -4.80198 -22.23140 13.29169
O10 -5.20281 -21.22225 13.80338
N19 -4.21927 -23.24917 13.98420
N20 -4.77515 -22.41386 12.01107
H37 -4.48271 -23.32254 14.98453
H38 -3.93056 -24.13896 13.53640
H39 -4.67418 -23.29285 11.57386
H40 -5.22003 -21.62914 11.55686
C11 0.18129 -16.02090 14.83745
O11 0.40278 -17.13469 14.25780
N21 -0.44108 -14.91191 14.24086
N22 0.65505 -15.70146 16.03160
H41 -0.02718 -14.00533 14.33434
H42 -0.78645 -15.05097 13.26985
H43 0.03215 -15.09535 16.51678
H44 1.04914 -16.45666 16.58273
C12 1.14817 -19.75528 10.86190
O12 1.14311 -20.96139 10.63270
N23 2.21506 -19.08572 11.56411
N24 0.12834 -18.88381 10.68576
H45 2.23144 -18.08413 11.62485
H46 3.04121 -19.59726 11.71308
H47 0.22820 -17.92285 11.01132
H48 -0.58088 -18.95379 10.00139
C13 2.57666 -23.54162 19.97562
O13 1.72723 -22.70137 20.24174
N25 3.93409 -23.25489 19.89288
N26 2.23717 -24.90098 19.83191
H49 4.17882 -22.27162 19.66803
H50 4.46713 -23.90057 19.33037
H51 1.27355 -25.15436 19.71068
H52 2.88150 -25.62427 20.07912
C14 1.35734 -27.53762 14.13376
O14 0.63524 -28.55551 13.91949
N27 2.57252 -27.45116 13.63232
N28 0.96422 -26.49305 14.95039
H53 3.18089 -26.72617 13.89362
H54 2.76216 -28.24929 13.06903
H55 1.65368 -25.82507 15.30849
H56 0.14697 -26.57256 15.53690
C15 -2.59838 -16.98572 12.35845
O15 -1.76526 -16.26569 11.86537
N29 -3.13420 -18.00590 11.60318
N30 -3.05652 -17.07298 13.67380
H57 -2.83844 -17.93417 10.61215
H58 -4.13955 -18.25611 11.75048
H59 -2.92507 -16.39592 14.42290
H60 -3.77413 -17.74365 13.83040
C16 -0.95773 -24.20999 16.46948
O16 -0.80627 -25.37157 16.99629
N31 0.06431 -23.25959 16.63705
N32 -1.96973 -24.00261 15.61503
H61 0.67332 -23.48182 17.37815
H62 0.13530 -22.30392 16.17394
H63 -2.62152 -24.75508 15.53504
H64 -1.94426 -23.20280 15.01698
C17 2.93137 -22.40948 13.28286
O17 3.32362 -21.52111 14.04151
N33 3.59845 -22.86445 12.17923
N34 1.76514 -23.02300 13.43642
H65 3.01249 -23.21337 11.43536
H66 4.50059 -22.66667 11.87126
H67 1.03160 -22.50598 13.89485
H68 1.30794 -23.71874 12.82425
C18 -1.07714 -20.70570 13.79943
O18 -0.58847 -21.83824 14.05474
N35 -0.72445 -19.61981 14.58059
N36 -1.83345 -20.47275 12.70756
H69 -0.50506 -18.68119 14.25555
H70 -0.07073 -19.87223 15.32092
H71 -2.24520 -19.57949 12.47529
H72 -1.73652 -21.04887 11.88901

Atomic forces in eV per Å
C 0.37 -1.50 1.37
O 0.67 1.27 0.02
N -0.51 1.01 -0.73
N -0.84 0.52 -2.32
H 0.08 0.60 0.46
H -0.19 -0.74 -0.43
H 0.19 0.25 0.45
H 0.61 -1.27 1.33
C 1.90 -1.86 -0.26
O 0.51 -0.86 -0.24
N -0.11 2.37 -1.54
N 0.06 -1.94 2.30
H -0.77 -0.34 0.66
H 0.04 1.02 -0.52
H -1.06 0.62 0.53
H -0.81 1.12 -0.81
C -3.29 1.45 0.82
O 1.05 -0.77 -0.03
N 3.28 -0.78 -1.98
N 0.25 0.81 -0.44
H -0.34 0.15 0.01
H -1.57 0.26 -0.01
H 0.03 0.04 1.18
H 0.49 -1.37 0.46
C -0.52 -1.18 0.93
O 0.65 -0.01 -0.31
N 0.86 -0.15 -0.94
N -1.23 1.48 -0.06
H -0.07 0.14 0.62
H -0.51 0.17 0.03
H 0.45 -0.08 -0.54
H 0.40 -0.40 0.33
C 1.48 3.08 0.08
O -1.25 -3.56 0.68
N -0.72 -1.28 -0.71
N -0.82 1.05 -0.52
H 0.55 0.39 -0.17
H 0.16 0.48 0.50
H -0.16 -0.33 0.26
H 0.80 -0.03 -0.24
C 0.35 -0.04 -0.46
O -0.05 -0.13 0.21
N -0.22 0.88 0.52
N 0.29 -1.10 -0.43
H -0.18 0.03 -0.22
H -0.02 0.07 0.39
H -0.36 0.76 0.26
H 0.10 -0.40 -0.17
C 0.01 -1.98 0.86
O 2.47 0.87 -1.28
N 0.08 2.68 -1.76
N -3.04 0.33 1.12
H -1.05 -0.70 0.47
H -0.25 -0.38 0.68
H -0.17 -0.26 0.41
H 2.00 -0.63 -0.69
C -0.95 -0.77 0.34
O -1.07 -0.21 1.86
N 2.33 -1.10 -0.09
N 1.44 1.39 -2.48
H 0.12 -0.09 0.23
H 0.11 0.48 -0.71
H -2.08 0.46 0.54
H -0.07 -0.30 0.28
C -1.29 3.57 -0.30
O 1.54 -2.17 2.08
N -0.38 0.46 -2.15
N 2.07 0.12 0.68
H 0.02 0.08 0.34
H 0.04 -0.88 0.08
H -0.87 -0.56 -1.24
H -1.14 -0.48 0.38
C 1.28 -1.86 1.51
O -0.79 2.01 1.43
N 0.05 -1.58 1.93
N -0.44 1.31 -3.09
H 0.39 0.14 -1.22
H -0.37 0.96 0.50
H 0.08 -0.61 -0.39
H -0.31 -0.31 -0.80
C 0.62 -1.02 -3.56
O -0.77 2.74 1.22
N -0.64 -1.40 -1.62
N 0.50 -0.50 1.73
H 0.29 0.09 0.58
H 0.32 -0.40 0.95
H -0.13 0.55 0.60
H 0.08 -0.01 -0.23
C 1.32 0.76 1.79
O 0.12 0.97 -0.20
N -2.02 -1.01 -1.15
N 0.02 1.36 0.39
H 0.08 -0.07 -0.07
H 0.87 -0.54 0.23
H 0.09 -0.55 0.00
H -0.54 -0.93 -0.84
C -0.91 -0.61 0.76
O 0.57 -0.20 -0.79
N 0.06 0.59 -0.64
N 0.71 1.30 -0.27
H -0.57 -1.05 0.52
H 0.02 -0.04 0.05
H -0.14 0.20 0.25
H 0.19 -0.10 -0.09
C -2.88 -0.96 1.88
O 0.72 2.02 0.11
N 0.04 -0.62 -0.72
N 0.62 -0.11 -0.36
H 0.94 0.56 -0.12
H 0.93 -0.08 -0.40
H -0.54 -0.46 -0.43
H -0.14 -0.07 0.06
C -1.11 -1.15 1.49
O 0.95 1.31 0.31
N -1.10 -0.59 -1.38
N 0.78 0.98 -1.00
H -0.55 -0.07 1.03
H 1.04 0.23 -0.18
H 0.41 -0.14 -0.61
H -0.59 -0.44 0.41
C 2.02 -2.40 0.34
O -0.39 2.64 -0.38
N -1.70 1.00 -1.57
N 0.83 0.92 1.17
H 0.65 -0.16 0.72
H -0.59 -2.11 0.81
H -0.02 -0.21 -0.49
H -0.30 0.30 -0.38
C 0.60 0.31 -0.93
O 0.51 -0.20 0.05
N -1.15 -0.95 -0.54
N -2.19 -1.22 0.35
H 0.00 -0.02 0.18
H 1.49 0.90 0.22
H 0.06 0.33 0.47
H 1.28 0.63 0.10
C 1.79 0.94 -0.29
O -1.23 0.53 0.15
N -0.13 -1.28 0.50
N -0.28 -0.13 0.09
H -0.47 -0.04 -0.48
H -0.42 -0.02 -0.27
H 0.19 0.32 0.34
H 0.01 -0.44 0.32

=====

Formula: C2FORu
Source: OMol25
Level of theory: wB97M-V/def2-TZVPD

For the calculated total energy, the calculation gives -9400.92061 eV. The orbital gap (spin up / spin down) comes out at 7.15 / 8.16 eV. The charge is +1. As for the molecular weight: 160.089 g mol⁻¹. As for the spin multiplicity: 7.

Cartesian coordinates (Å):
C1 1.29844 0.44462 0.69933
C2 0.33888 0.08275 -0.29567
O1 -0.22032 -0.01731 0.95957
F1 0.62426 -1.15536 -0.83468
Ru1 -2.04127 0.64530 -0.52855

Atomic forces in eV per Å
C -1.81 0.51 0.52
C 1.92 -3.00 0.04
O 1.20 0.91 -0.19
F -0.94 1.49 -0.46
Ru -0.36 0.09 0.08

=====

ΔE to the lowest compared entry with this formula, charge and spin values, unit kcal/mol, following the record order: 47.14; 0.00; 62.47; 19.59.